(1)
Computed, not measured: C45H64N2P2SiTi as an isolated structure, with ωB97M-V/def2-TZVPD.

Spin multiplicity: 3
LUMO energy (spin up / spin down) in eV: 0.61 / 0.60
ΔE to the lowest compared entry with this formula, charge and spin in kcal per mole: 0.0
<S²>: 2.01

The geometry in XYZ format:
```
115
C45H64N2P2SiTi | OMol25 | ωB97M-V/def2-TZVPD
Ti -0.2084 -0.0627 -0.4060
P 2.0066 -1.3032 0.4697
P -0.6374 0.4808 -3.1322
Si -2.1824 -1.7462 1.4204
N 1.4475 1.0743 -1.1369
N -1.2729 1.0240 1.3217
C 5.0868 1.7878 -0.9612
C -5.6101 -3.5289 3.0652
C 2.8410 -0.6769 3.0951
C -1.1485 3.2397 -2.5907
C -3.2818 0.7003 -2.2389
C 2.4386 -1.8547 2.2058
C 0.3003 -4.5671 3.1999
C 2.7854 1.0105 -0.8118
C 3.4122 -3.0163 2.3948
C 2.3339 -2.7817 -0.6224
C -0.1557 2.6024 2.9545
C -4.9865 -1.9031 0.9126
C -2.4665 0.3431 -3.4858
C 3.7448 1.9346 -1.2637
C -1.5756 -1.9256 -0.2949
C 0.0806 2.0644 -5.4102
C 0.1820 0.6713 -4.7961
C 3.2595 -0.0910 -0.0572
C -1.0826 -2.6366 2.6717
C -2.3266 0.1155 1.8547
C -0.8779 4.4803 -2.0424
C 1.6580 -2.5265 -1.9710
C -0.3506 2.1119 -2.3523
C -1.8424 2.3259 0.9124
C 1.6524 0.2617 -4.6699
C -6.6146 -3.1104 2.2049
C 4.6174 -0.2107 0.2247
C -0.8029 -2.1396 3.9465
C 3.7995 -3.1410 -0.8736
C -2.4597 3.0965 2.0839
C 0.0182 -2.8288 4.8316
C -3.9566 -2.3099 1.7682
C -6.3006 -2.2944 1.1253
C 0.7800 2.2277 -1.5020
C -3.0682 0.9797 -4.7389
C -0.5154 -3.8670 2.3206
C -1.5797 2.9879 3.3442
C 0.5746 -4.0451 4.4585
C 7.0240 0.5451 0.1022
C -1.7455 5.6799 -2.3285
C -0.1378 1.2380 2.2649
C -4.2955 -3.1302 2.8476
C 5.5570 0.7174 -0.2051
C 1.0601 3.5034 -0.9612
C 0.2567 4.5890 -1.2292
H -2.4038 -1.9720 -1.0118
H 0.5025 2.5653 3.8241
H -0.7137 -4.2834 1.3387
H 3.8540 -4.0591 -1.4639
H 3.3915 -3.3150 3.4465
H -0.3317 -0.0522 -5.4381
H 4.9649 -1.0632 0.7994
H -3.5194 -3.4658 3.5267
H 5.7912 2.5254 -1.3319
H -2.4960 0.2838 2.9265
H -2.0500 6.1764 -1.4050
H -4.1024 0.6431 -4.8503
H 2.0876 -1.6330 -2.4265
H 2.9066 -1.0153 4.1323
H -2.5878 2.1579 0.1354
H 3.4282 2.7692 -1.8774
H 1.4663 -2.2081 2.5551
H -2.5729 4.1403 1.7828
H -7.6389 -3.4195 2.3711
H 0.7256 -5.5178 2.9018
H -2.0038 3.1449 -3.2475
H -0.1665 0.4386 3.0066
H 1.8261 -3.6134 -0.1197
H 0.6396 2.7831 -4.8086
H 0.5825 -2.3714 -1.8660
H -1.0458 2.9133 0.4545
H 3.8099 -0.2656 2.8102
H -4.7549 -1.2755 0.0564
H 1.9132 3.6136 -0.3030
H -2.6471 5.3933 -2.8695
H 7.1778 0.1923 1.1229
H 4.2862 -2.3496 -1.4464
H 0.2230 -2.4162 5.8120
H -1.0099 -2.8597 -0.3771
H 1.7508 -0.7864 -4.3976
H -3.4626 2.7201 2.2920
H -7.0805 -1.9684 0.4478
H -3.4882 1.7709 -2.1959
H 3.1318 -3.8889 1.8043
H 7.4871 -0.1823 -0.5690
H 0.8067 1.1286 1.7180
H 2.1717 0.4215 -5.6183
H 1.2168 -4.5839 5.1439
H -1.2117 6.4157 -2.9337
H 4.4419 -2.7447 2.1531
H -1.9829 2.2314 4.0224
H -1.5806 3.9294 3.8945
H -3.0877 2.0688 -4.6845
H 1.8254 -3.3661 -2.6503
H -1.2313 -1.1935 4.2633
H 4.3718 -3.2957 0.0383
H 2.1119 0.1306 3.0542
H -5.8491 -4.1679 3.9067
H 2.1562 0.8586 -3.9047
H 0.5010 5.5481 -0.7834
H -0.9450 2.4204 -5.4885
H -4.2405 0.1772 -2.2548
H -2.7621 0.4204 -1.3169
H -2.5297 0.6924 -5.6419
H -3.2712 0.3994 1.3764
H 0.2555 3.3634 2.2847
H 7.5610 1.4869 -0.0121
H 0.5140 2.0556 -6.4136
H -2.5479 -0.7418 -3.6147
```

(2)
Computed, not measured: C8H23AgO4S3 as an isolated structure in a non-equilibrium geometry, with ωB97M-V/def2-TZVPD.

Spin multiplicity: 2
LUMO energy (spin up / spin down) in eV: -1.97 / -5.06
Total charge: +1
<S²>: 0.75

The geometry in XYZ format:
```
39
C8H23AgO4S3 | OMol25 | ωB97M-V/def2-TZVPD
Ag 0.8322 0.3175 0.5774
S -0.7285 -0.3453 -2.7993
S -1.2845 3.0181 1.1606
S -1.9011 -0.6416 2.5286
O -0.0514 2.1826 1.4673
O 0.1399 0.0771 -1.6290
O -1.4189 -0.2309 1.1330
O 2.6365 -0.9763 1.3769
C -0.5273 -0.2298 3.6844
C 3.2715 -2.0784 0.7890
C 0.2906 -1.7157 -3.5757
C -1.7181 2.7413 -0.6432
C -1.8757 -2.4395 2.5980
C -0.4225 0.9238 -4.1116
C -0.6175 4.7327 1.1082
C 2.2767 -3.0277 0.0710
H -1.0171 0.6499 -4.9831
H -1.7041 -2.8777 3.5812
H 0.4058 -2.4488 -2.7774
H 0.1829 4.7218 0.3684
H 0.5884 0.9610 -4.5177
H -0.6423 -0.7446 4.6382
H -0.0501 -2.1797 -4.5013
H -1.3572 5.4715 0.7997
H -2.5689 3.3654 -0.9166
H -0.6259 0.8484 3.8105
H -2.8642 -2.7526 2.2620
H -1.1807 -2.8619 1.8724
H 1.4228 -3.3694 0.6561
H 0.4208 -0.5305 3.2385
H -2.0334 1.7297 -0.8986
H 2.9079 -3.8245 -0.3226
H -0.9405 3.0402 -1.3461
H 3.7792 -2.6996 1.5268
H -0.6907 1.9632 -3.9222
H 1.8781 -2.5568 -0.8276
H 1.3283 -1.4016 -3.6875
H -0.2122 4.9580 2.0946
H 4.0716 -1.7690 0.1166
```

(3)
Computed, not measured: a single C2H4N2OS molecule in a non-equilibrium geometry, with ωB97M-V/def2-TZVPD.

LUMO energy in eV: 0.85
Structure (SMILES): C=NS/C=N\O
ΔE to the lowest compared entry with this formula, charge and spin in kcal per mole: 88.3

The geometry in XYZ format:
```
10
C2H4N2OS | OMol25 | ωB97M-V/def2-TZVPD
S 0.0449 -0.6471 -0.0560
O -2.6568 -0.7669 -0.0405
N 1.4373 0.3621 0.0162
N -2.3086 0.5541 0.0775
C -1.0711 0.6969 -0.0829
C 2.5603 -0.2256 0.0253
H 2.8333 -1.2654 0.1703
H -0.6611 1.6946 -0.1651
H 3.4228 0.3955 -0.1137
H -3.6011 -0.7981 0.1689
```

(4)
Computed, not measured: C34H38N6O6P2Sn as an isolated structure in a non-equilibrium geometry, with ωB97M-V/def2-TZVPD.

LUMO energy (spin up / spin down) in eV: -9.96 / -9.00
Total charge: +2

The geometry in XYZ format:
```
87
C34H38N6O6P2Sn | OMol25 | ωB97M-V/def2-TZVPD
Sn -0.7725 -2.4348 4.4373
P -1.6911 -0.8398 -4.2217
P 1.4072 -1.3186 -4.5721
O 1.9631 2.1851 11.2601
O -0.2816 0.3036 5.3514
O -1.8683 -0.5531 12.3391
O 2.4775 2.6237 9.1703
O -3.0647 -1.4184 10.7208
O -1.2472 -1.5119 6.2829
N -1.9147 0.9035 -4.0021
N 2.1570 -2.5620 -5.5943
N 1.7476 2.0859 10.0311
N -3.3559 -1.1660 -4.6725
N 2.8548 -0.3084 -4.5385
N -2.1064 -0.7225 11.1271
C 2.9604 -3.8008 -7.3208
C -0.7353 -0.2922 6.3464
C -0.7751 0.9272 0.5862
C -1.6999 1.5209 -2.7654
C 2.8125 -4.6571 -6.1805
C 0.5145 -0.3883 -5.9283
C -0.0936 3.0610 2.8504
C -1.4808 1.1686 1.8988
C 0.4311 -0.0365 0.5835
C 0.3787 1.0949 8.2126
C 3.6196 0.1835 -5.5993
C -5.3422 -1.2574 -5.7590
C 1.4991 0.2044 1.6034
C 2.3173 -3.8798 -5.1415
C 4.3436 1.1699 -3.6843
C -2.1450 1.9142 -4.9346
C -0.9726 -0.7511 -5.9534
C -1.4664 -0.3532 8.7734
C -1.2125 2.0812 2.8366
C -1.8207 2.8918 -2.9135
C 1.7125 1.3363 2.2832
C -0.6336 0.2089 7.7897
C -4.2436 -0.4532 -5.4886
C 0.6144 1.3110 9.6028
C 4.5518 1.0828 -5.0993
C 1.1033 2.6770 1.9568
C 1.3615 -1.9643 4.7390
C -5.1243 -2.5159 -5.1052
C -2.0999 3.1443 -4.2930
C -1.2542 -0.1008 10.1507
C -3.9065 -2.4422 -4.4549
C 3.2993 0.3176 -3.3641
C 2.5485 -2.5303 -6.9341
C -0.1939 0.7105 10.5703
H -1.1240 -1.7548 -6.3797
H 5.2784 1.6188 -5.6880
H -2.2579 -1.0421 8.4931
H -1.7150 3.6310 -2.1321
H 0.0570 -1.0709 0.7114
H -0.0030 0.8770 11.6346
H -5.7827 -3.3677 -5.1242
H -2.2440 4.1027 -4.7667
H -2.3242 0.4864 2.0981
H -3.3623 -3.1590 -3.8605
H -0.4559 4.0608 2.5514
H 1.8893 3.4292 2.1510
H -4.0266 0.5550 -5.7992
H 2.1286 -0.6728 1.8020
H 0.2378 3.1519 3.8967
H -1.4861 0.9140 -1.8983
H -1.5288 0.4333 -0.0476
H 2.8216 0.0880 -2.4243
H 3.4420 -0.1430 -6.6099
H 0.8789 0.0108 -0.4318
H 1.5305 -1.1726 3.9890
H 1.0273 1.5739 7.4903
H 2.4815 1.3348 3.0757
H 2.0571 -4.1346 -4.1249
H 1.6147 -1.5767 5.7378
H 2.4974 -1.6209 -7.5149
H 0.6434 0.6820 -5.7127
H 4.8811 1.8041 -2.9989
H -6.1946 -0.9774 -6.3557
H -0.5230 1.8459 0.0352
H -2.3279 1.6782 -5.9737
H 0.9668 -0.5852 -6.9076
H 3.0339 -5.7102 -6.1431
H -1.5178 -0.0403 -6.5857
H 3.3083 -4.0698 -8.3046
H -1.8194 2.0799 3.7443
H 0.8310 2.7764 0.8964
H 1.9135 -2.8854 4.4941
```

(5)
Computed, not measured: C11H27CeCl2O2P2 as an isolated structure in a non-equilibrium geometry, with ωB97M-V/def2-TZVPD.

LUMO energy (spin up / spin down) in eV: -12.72 / -12.72
Total charge: +3
ΔE to the lowest compared entry with this formula, charge and spin in kcal per mole: 0.0

The geometry in XYZ format:
```
45
C11H27CeCl2O2P2 | OMol25 | ωB97M-V/def2-TZVPD
Ce -0.1006 -0.0316 -0.8501
Cl -1.3058 0.3687 -3.2107
Cl -2.5737 -0.1932 -0.1305
P -0.2289 2.9394 -0.5266
P 0.0418 -2.9477 -0.2024
O 0.4732 0.0011 1.3681
O 1.6874 -0.0653 -2.5152
C 0.2058 -3.9568 -1.7155
C 1.2173 -3.8308 0.8882
C -0.9433 0.6553 3.1593
C 0.2750 0.0166 2.6036
C -0.1207 3.7392 -2.1713
C -1.5344 -3.6173 0.4579
C 1.2602 -0.5777 3.5193
C -1.8897 3.5016 0.0274
C 1.0662 -0.0193 -3.5611
C 0.8285 4.0713 0.4453
C 1.2788 -0.0029 -4.9907
H 0.7212 3.8301 1.5238
H 2.2767 -0.2239 3.2973
H -0.0216 -4.9975 -1.4661
H -0.7985 3.2323 -2.8795
H -1.5550 -4.7062 0.3241
H 0.8067 0.8879 -5.4188
H -0.4943 -3.5869 -2.4749
H 1.2386 -1.6798 3.4467
H 0.5374 5.1147 0.2827
H 0.9670 -0.2731 4.5264
H -2.6546 2.8808 -0.4495
H 1.8708 3.9285 0.1647
H -1.6146 -3.3691 1.5245
H -0.9007 0.5372 4.2515
H -2.0308 4.5584 -0.2344
H 1.2313 -3.8757 -2.0986
H 2.2399 -3.6323 0.5560
H 1.1031 -3.4789 1.9261
H 0.8978 3.6575 -2.5464
H -0.4014 4.7879 -2.0660
H -1.8721 0.1834 2.7644
H 0.7774 -0.8698 -5.4447
H -1.9700 3.3742 1.1131
H 1.0224 -4.9124 0.8461
H -0.9866 1.7430 2.9176
H 2.3421 -0.0183 -5.2365
H -2.3691 -3.1428 -0.0712
```

(6)
Computed, not measured: a single C6H9N molecule, with ωB97M-V/def2-TZVPD.

LUMO energy in eV: 1.05
Structure (SMILES): CC1=CCC(C)=N1
ΔE to the lowest compared entry with this formula, charge and spin in kcal per mole: 14.0

The geometry in XYZ format:
```
16
C6H9N | OMol25 | ωB97M-V/def2-TZVPD
N -0.1120 -0.9557 0.0797
C 0.9906 -0.3120 -0.0646
C -0.6939 1.2678 -0.0406
C 0.7858 1.1694 -0.2412
C -2.5715 -0.4605 0.2348
C 2.3380 -0.9578 -0.0160
C -1.1601 0.0165 0.0965
H -2.9916 -0.7360 -0.7396
H -2.6187 -1.3517 0.8660
H 1.0552 1.4045 -1.2829
H 2.2794 -2.0156 -0.2810
H -3.2130 0.3123 0.6659
H 3.0496 -0.4495 -0.6747
H 2.7290 -0.8943 1.0071
H 1.4074 1.7794 0.4273
H -1.2743 2.1833 -0.0368
```